1.
ORCA calculation (ωB97M-V with the def2-TZVPD basis set) on a single C4H6ClNOS molecule at a distorted geometry.

* orbital gap: 9.7055 eV
* HOMO energy: -9.14 eV
* energy above the lowest of the compared OMol25 structures with the same formula, charge and spin: 3.088 eV
* molecular weight: 151.6 g mol⁻¹
* LUMO: 0.57 eV

The geometry in ORCA input format:
```
! wB97M-V def2-TZVPD RIJCOSX def2/J DEFGRID3
* xyz 0 1
C -1.890 -1.290 0.202
C -2.812 -0.386 -0.094
C -0.495 -0.773 0.125
C 0.550 1.415 -0.363
N -0.581 0.530 -0.498
O -2.427 2.141 0.975
S -2.111 1.228 -0.469
Cl -4.497 -0.548 -0.108
H -2.088 -2.307 0.487
H -0.051 -0.729 1.131
H 0.136 -1.424 -0.493
H 0.399 2.273 -1.017
H 0.669 1.778 0.664
H 1.456 0.889 -0.667
*
```

2.
ORCA calculation (ωB97M-V with the def2-TZVPD basis set) on 2 unconnected molecules or ions with the total composition C4H6ClNS at a distorted geometry.

* orbital gap: 10.1626 eV
* HOMO energy: -9.37 eV
* energy above the lowest of the compared OMol25 structures with the same formula, charge and spin: 0.439 eV
* molecular weight: 135.6 g mol⁻¹
* LUMO: 0.79 eV

The geometry in ORCA input format:
```
! wB97M-V def2-TZVPD RIJCOSX def2/J DEFGRID3
* xyz 0 1
C 0.162 0.918 -1.082
C 0.361 -0.202 -0.149
C 0.795 0.091 1.140
C 1.015 -1.014 1.884
S 0.665 -2.420 0.904
N 0.254 -1.520 -0.393
H -0.803 0.841 -1.773
H 0.905 0.901 -1.898
H 0.119 1.857 -0.509
H 0.781 1.044 1.578
H 1.413 -1.167 3.007
Cl -2.277 -3.084 -0.808
H -1.093 -3.180 -1.206
*
```

3.
ORCA calculation (ωB97M-V with the def2-TZVPD basis set) on 3 unconnected molecules or ions with the total composition C4H6ClNS at a distorted geometry.

* orbital gap: 6.9427 eV
* HOMO energy: -8.16 eV
* energy above the lowest of the compared OMol25 structures with the same formula, charge and spin: 7.997 eV
* molecular weight: 135.6 g mol⁻¹
* LUMO: -1.22 eV

The geometry in ORCA input format:
```
! wB97M-V def2-TZVPD RIJCOSX def2/J DEFGRID3
* xyz 0 1
C -2.383 -0.134 -0.016
C 0.176 0.169 -0.019
C 1.560 0.470 0.235
C 2.479 -0.645 0.129
H -3.167 0.775 -0.388
H -2.981 -1.305 1.206
H -1.968 -1.142 -1.093
H -1.038 1.899 0.304
H 0.017 -0.914 -0.528
H 1.880 -1.663 0.228
N -1.027 0.804 -0.011
S 4.087 -0.453 -0.045
Cl 2.364 2.139 -0.002
*
```

4.
ORCA calculation (ωB97M-V with the def2-TZVPD basis set) on a single C4H6ClNS molecule at a distorted geometry.

* orbital gap: 10.0993 eV
* HOMO energy: -9.63 eV
* energy above the lowest of the compared OMol25 structures with the same formula, charge and spin: 1.523 eV
* molecular weight: 135.6 g mol⁻¹
* LUMO: 0.47 eV

The geometry in ORCA input format:
```
! wB97M-V def2-TZVPD RIJCOSX def2/J DEFGRID3
* xyz 0 1
C 1.634 0.162 1.756
S 1.330 0.253 -0.122
C -0.502 0.035 -0.245
C -0.871 0.252 -1.871
Cl -1.525 1.422 0.431
C -0.966 -1.245 0.240
N -1.308 -2.303 0.504
H 0.845 0.708 2.111
H 2.611 0.421 1.788
H 1.426 -0.825 2.005
H -1.079 1.287 -2.026
H -1.679 -0.305 -2.029
H 0.086 0.137 -2.540
*
```

5.
ORCA calculation (ωB97M-V with the def2-TZVPD basis set) on 2 unconnected molecules or ions with the total composition C4H6ClNS at a distorted geometry.

* orbital gap: 8.1965 eV
* HOMO energy: -8.38 eV
* energy above the lowest of the compared OMol25 structures with the same formula, charge and spin: 4.081 eV
* molecular weight: 135.6 g mol⁻¹
* LUMO: -0.19 eV

The geometry in ORCA input format:
```
! wB97M-V def2-TZVPD RIJCOSX def2/J DEFGRID3
* xyz 0 1
S 1.764 2.075 0.248
N 2.077 0.626 0.168
C 1.689 -0.463 -0.043
Cl 2.238 -1.949 -0.013
C -0.644 1.173 -0.667
C -0.633 -0.162 -0.570
C -1.089 -0.877 0.699
H -0.138 1.775 -1.483
H -1.111 1.693 0.072
H -0.558 -0.606 -1.550
H -1.712 -1.820 0.641
H -1.671 -0.229 1.282
H -0.212 -1.236 1.214
*
```

6.
ORCA calculation (ωB97M-V with the def2-TZVPD basis set) on a molecular structure, C4H6CoO3 at a distorted geometry.

* orbital gap (alpha / beta): 9.7049 / 6.5296 eV
* HOMO energy (alpha / beta): -26.79 / -26.84 eV
* energy above the lowest of the compared OMol25 structures with the same formula, charge and spin: 4.037 eV
* molecular weight: 161.0 g mol⁻¹
* LUMO (alpha / beta): -17.08 / -20.31 eV
* ⟨S²⟩: 6.02

The geometry in ORCA input format:
```
! wB97M-V def2-TZVPD RIJCOSX def2/J DEFGRID3
* xyz 3 5
O 0.985 0.173 -1.051
C 1.017 -0.554 -0.038
C 1.412 -1.971 0.004
H 2.481 -2.064 -0.195
H 1.149 -2.418 0.973
H 0.820 -2.545 -0.724
C -0.818 1.057 0.609
O -1.947 0.795 0.192
Co 0.853 2.012 -0.281
O 0.065 -0.180 0.843
C -2.084 -0.533 -0.835
H -2.164 -1.351 -0.113
H -2.984 -0.259 -1.393
H -1.490 -0.955 -1.644
*
```

7.
ORCA calculation (ωB97M-V with the def2-TZVPD basis set) on a molecular structure, C4H6CrO3 at a distorted geometry.

* orbital gap (alpha / beta): 6.0921 / 6.5430 eV
* HOMO energy (alpha / beta): -19.89 / -19.94 eV
* energy above the lowest of the compared OMol25 structures with the same formula, charge and spin: 3.054 eV
* molecular weight: 154.1 g mol⁻¹
* LUMO (alpha / beta): -13.80 / -13.40 eV
* ⟨S²⟩: 6.14

The geometry in ORCA input format:
```
! wB97M-V def2-TZVPD RIJCOSX def2/J DEFGRID3
* xyz 2 5
H 0.581 -0.421 1.348
C 1.116 1.379 1.380
H 1.574 2.314 1.031
H 0.707 1.439 2.400
C 1.261 0.243 0.712
O 5.112 -1.164 0.834
C 5.579 -0.170 1.469
O 4.815 0.789 1.783
Cr 3.407 -0.201 0.853
O 6.849 -0.185 1.790
C 7.374 0.931 2.516
H 7.260 1.851 1.932
H 6.863 1.031 3.480
H 8.434 0.711 2.671
*
```

8.
ORCA calculation (ωB97M-V with the def2-TZVPD basis set) on a molecular structure, C4H6CrO5 at a distorted geometry.

* orbital gap (alpha / beta): 6.9106 / 4.8394 eV
* HOMO energy (alpha / beta): -12.80 / -12.80 eV
* energy above the lowest of the compared OMol25 structures with the same formula, charge and spin: 2.784 eV
* molecular weight: 186.1 g mol⁻¹
* LUMO (alpha / beta): -5.89 / -7.96 eV
* ⟨S²⟩: 8.80

The geometry in ORCA input format:
```
! wB97M-V def2-TZVPD RIJCOSX def2/J DEFGRID3
* xyz 1 6
H 0.784 1.008 1.963
O 0.132 -0.376 0.550
O 1.631 -1.946 2.172
C 1.168 0.237 1.271
C 1.916 -0.777 2.085
H 1.897 0.738 0.610
H 2.803 -0.352 2.605
O -1.261 1.499 0.578
C -0.694 0.497 -0.117
O -1.822 -0.224 -0.557
Cr -3.058 1.135 0.044
O -0.134 0.988 -1.259
C -0.869 -0.429 -2.226
H 0.114 -0.591 -2.691
H -1.074 -1.502 -2.110
H -1.532 0.095 -2.920
*
```

9.
ORCA calculation (ωB97M-V with the def2-TZVPD basis set) on a molecular structure, C4H6EuO3 at a distorted geometry.

* orbital gap (alpha / beta): 4.3221 / 6.8355 eV
* HOMO energy (alpha / beta): -1.08 / -3.57 eV
* energy above the lowest of the compared OMol25 structures with the same formula, charge and spin: 0.000 eV
* molecular weight: 254.1 g mol⁻¹
* LUMO (alpha / beta): 3.24 / 3.27 eV
* ⟨S²⟩: 20.01

The geometry in ORCA input format:
```
! wB97M-V def2-TZVPD RIJCOSX def2/J DEFGRID3
* xyz -1 9
O -0.140 -1.134 -0.412
C 1.122 -0.783 -0.306
O 2.026 -1.595 -0.304
C -1.211 -0.100 -0.558
H -1.632 -0.332 -1.551
C -2.268 -0.415 0.485
H -2.629 -1.459 0.451
H -1.915 -0.213 1.509
H -3.135 0.242 0.310
Eu -0.224 2.164 -0.482
O 1.289 0.537 -0.020
C 2.543 1.267 0.227
H 3.262 0.941 -0.547
H 2.912 0.881 1.195
*
```

10.
ORCA calculation (ωB97M-V with the def2-TZVPD basis set) on a molecular structure, C4H6EuO3 at a distorted geometry.

* orbital gap (alpha / beta): 6.3218 / 6.3132 eV
* HOMO energy (alpha / beta): -15.02 / -15.01 eV
* energy above the lowest of the compared OMol25 structures with the same formula, charge and spin: 4.513 eV
* molecular weight: 254.1 g mol⁻¹
* LUMO (alpha / beta): -8.70 / -8.70 eV
* ⟨S²⟩: 15.76

The geometry in ORCA input format:
```
! wB97M-V def2-TZVPD RIJCOSX def2/J DEFGRID3
* xyz 2 8
C -3.109 0.070 1.145
C -2.018 0.727 1.016
O -4.210 -0.256 1.599
H -1.925 0.561 -0.152
H -1.909 1.752 1.380
H -4.920 -0.391 0.936
O 0.525 -0.234 0.172
C 1.400 0.581 -0.035
O 2.511 0.186 -0.788
Eu 2.539 2.756 -0.500
C 2.733 -1.191 -1.129
H 2.757 -1.794 -0.215
H 1.930 -1.539 -1.789
H 3.697 -1.228 -1.641
*
```

11.
ORCA calculation (ωB97M-V with the def2-TZVPD basis set) on a gas-phase ion, C4H6F2NO4S (charge -1) at a distorted geometry.

* orbital gap: 8.8591 eV
* HOMO energy: -5.57 eV
* energy above the lowest of the compared OMol25 structures with the same formula, charge and spin: 0.681 eV
* molecular weight: 202.2 g mol⁻¹
* LUMO: 3.29 eV

The geometry in ORCA input format:
```
! wB97M-V def2-TZVPD RIJCOSX def2/J DEFGRID3
* xyz -1 1
C 2.365 -0.855 -0.339
N 0.965 -0.373 0.006
C 1.027 0.917 0.624
C -0.082 -1.154 -0.214
O -0.061 -2.227 -0.790
C -1.646 -0.576 0.230
F -2.549 -1.434 -0.204
F -1.677 -0.585 1.625
S -2.306 1.075 -0.417
O -1.791 1.923 0.606
O -3.744 0.885 -0.509
O -1.722 1.199 -1.749
H 2.850 -0.893 0.650
H 2.369 -1.862 -0.877
H 2.861 -0.067 -1.054
H 1.839 1.437 0.091
H 0.087 1.557 0.627
H 1.216 1.035 1.696
*
```

12.
ORCA calculation (ωB97M-V with the def2-TZVPD basis set) on a single C4H6F2S2 molecule.

* orbital gap: 8.5551 eV
* HOMO energy: -9.02 eV
* energy above the lowest of the compared OMol25 structures with the same formula, charge and spin: 0.217 eV
* molecular weight: 156.2 g mol⁻¹
* LUMO: -0.46 eV

The geometry in ORCA input format:
```
! wB97M-V def2-TZVPD RIJCOSX def2/J DEFGRID3
* xyz 0 1
F -2.720 -1.150 0.377
C -1.436 -1.080 0.863
C -0.956 0.343 0.805
S -0.888 1.011 -0.892
C 0.752 0.863 -1.454
S 1.148 1.490 -2.902
C 1.822 0.228 -0.589
F 1.396 -0.938 0.025
H -1.455 -1.433 1.913
H -0.827 -1.765 0.263
H -1.658 1.010 1.312
H 0.013 0.479 1.290
H 2.126 0.931 0.199
H 2.683 0.010 -1.208
*
```

13.
ORCA calculation (ωB97M-V with the def2-TZVPD basis set) on 2 unconnected molecules or ions with the total composition C4H6F3N2 at a distorted geometry.

* orbital gap (alpha / beta): 7.9533 / 7.9729 eV
* HOMO energy (alpha / beta): -12.60 / -12.73 eV
* molecular weight: 139.1 g mol⁻¹
* LUMO (alpha / beta): -4.65 / -4.75 eV

The geometry in ORCA input format:
```
! wB97M-V def2-TZVPD RIJCOSX def2/J DEFGRID3
* xyz 1 1
C -0.589 0.572 -0.967
C 0.023 -0.930 0.605
C 0.769 0.436 0.758
C 2.987 0.150 -0.118
N -0.841 -0.650 -0.480
N 0.343 1.153 -0.277
F 2.731 -0.876 -0.895
F 3.169 1.315 -0.696
F 3.951 -0.068 0.788
H -0.953 1.006 -1.810
H 0.671 -1.817 0.481
H -0.734 -1.007 1.497
H 0.987 0.988 1.740
H -1.521 -1.374 -0.802
H 0.204 2.118 -0.092
*
```

14.
ORCA calculation (ωB97M-V with the def2-TZVPD basis set) on 2 unconnected molecules or ions with the total composition C4H6F3NO7S2 at a distorted geometry.

* orbital gap: 3.3690 eV
* HOMO energy: 0.87 eV
* molecular weight: 301.2 g mol⁻¹
* LUMO: 4.24 eV

The geometry in ORCA input format:
```
! wB97M-V def2-TZVPD RIJCOSX def2/J DEFGRID3
* xyz -2 1
O 1.660 -0.433 0.526
C 2.032 0.160 -0.400
F 3.271 0.656 -0.538
C 1.126 0.370 -1.609
N -0.247 0.255 -1.114
C -0.978 -0.928 -1.567
C -2.157 -1.279 -0.666
F -2.464 -2.624 -0.891
S -1.042 1.671 -1.304
O -0.266 2.726 -0.756
O -1.550 1.824 -2.633
F -2.258 1.433 -0.385
H 1.342 -0.378 -2.367
H 1.300 1.345 -2.058
H -0.306 -1.780 -1.487
H -1.299 -0.866 -2.612
H -1.890 -1.140 0.381
H -3.034 -0.688 -0.918
O 2.207 -1.293 4.067
S 1.355 -0.065 4.082
O 0.975 0.266 5.488
O 0.113 -0.312 3.276
O 2.110 1.078 3.483
*
```

15.
ORCA calculation (ωB97M-V with the def2-TZVPD basis set) on a single C4H6F6O3P2 molecule at a distorted geometry.

* orbital gap (alpha / beta): 6.4333 / 6.9160 eV
* HOMO energy (alpha / beta): -6.01 / -11.22 eV
* molecular weight: 278.0 g mol⁻¹
* LUMO (alpha / beta): 0.42 / -4.30 eV
* ⟨S²⟩: 2.01

The geometry in ORCA input format:
```
! wB97M-V def2-TZVPD RIJCOSX def2/J DEFGRID3
* xyz 0 3
C -2.084 -1.262 -1.440
C -1.793 1.294 1.604
C 1.926 -1.651 0.342
C 2.345 1.218 0.058
O -0.154 1.014 -1.859
O -1.170 -0.896 -0.409
O -1.382 1.572 0.273
F 3.209 -1.692 0.676
F 1.811 -1.826 -0.967
F 1.293 -2.644 0.958
F 1.861 2.463 0.016
F 2.607 0.827 -1.182
F 3.517 1.273 0.704
P 1.113 0.142 0.996
P -0.450 0.539 -0.518
H -1.979 -2.334 -1.595
H -1.846 -0.724 -2.359
H -3.102 -1.024 -1.127
H -1.946 0.223 1.754
H -2.729 1.829 1.761
H -1.048 1.659 2.315
*
```

16.
ORCA calculation (ωB97M-V with the def2-TZVPD basis set) on a molecular structure, C4H6FLuO4 at a distorted geometry.

* orbital gap (alpha / beta): 7.3156 / 6.6784 eV
* HOMO energy (alpha / beta): -16.42 / -16.98 eV
* energy above the lowest of the compared OMol25 structures with the same formula, charge and spin: 5.005 eV
* molecular weight: 312.1 g mol⁻¹
* LUMO (alpha / beta): -9.11 / -10.30 eV

The geometry in ORCA input format:
```
! wB97M-V def2-TZVPD RIJCOSX def2/J DEFGRID3
* xyz 2 1
C -1.558 -1.468 -2.268
O -1.760 -0.422 -1.399
H -1.422 -1.144 -3.326
H -0.658 -2.080 -2.020
H -2.421 -2.180 -2.275
C 1.691 0.952 1.674
O 1.298 -0.282 1.763
C 0.054 -0.506 1.052
C -0.049 0.621 0.023
O 1.093 1.668 0.756
O 2.366 1.551 2.519
F -0.920 -0.432 1.986
H 0.102 -1.512 0.632
H 0.540 0.400 -0.872
H -0.930 1.241 0.199
Lu 2.571 3.594 1.556
*
```

17.
ORCA calculation (ωB97M-V with the def2-TZVPD basis set) on 2 unconnected molecules or ions with the total composition C4H6FN at a distorted geometry.

* orbital gap: 10.7637 eV
* HOMO energy: -11.06 eV
* energy above the lowest of the compared OMol25 structures with the same formula, charge and spin: 2.548 eV
* molecular weight: 87.1 g mol⁻¹
* LUMO: -0.29 eV

The geometry in ORCA input format:
```
! wB97M-V def2-TZVPD RIJCOSX def2/J DEFGRID3
* xyz 0 1
C -2.520 -0.426 0.028
C 0.065 0.257 -1.222
C -0.127 0.435 1.278
C -0.704 0.758 -0.051
N -3.472 -1.050 -0.022
F -1.066 2.033 -0.047
H -0.518 -0.395 -1.941
H 0.468 1.086 -1.770
H 0.808 -0.427 -0.777
H 0.487 -0.554 1.239
H -0.852 0.152 2.038
H 0.478 1.378 1.657
*
```